# 1
# C2H6N2O2S

A cluster of 2 separate species, C2H6N2O2S in total at a distorted geometry (ωB97M-V/def2-TZVPD, the OMol25 dataset).

As for the net charge: 0. For the HOMO energy, the calculation gives -8.86 eV. The LUMO energy comes out at -0.587 eV. For the orbital gap, the calculation gives 8.3 eV. The energy above the lowest of the compared OMol25 structures with the same formula, charge and spin is 4.938 eV. As for the spin multiplicity: 1.

Structure (XYZ):
```
13
Properties=species:S:1:pos:R:3:forces:R:3
H -0.2231 2.0606 1.4439 1.35 -1.28 -0.39
O 0.3592 -2.9566 -0.6068 2.85 1.58 -0.11
H -1.7827 0.2453 0.1967 -0.41 1.11 0.39
H -1.1454 0.9430 -0.9519 0.35 0.90 0.44
S 2.5144 1.7869 0.3672 -0.90 -0.76 -0.55
H 1.0382 0.5651 -0.9635 -0.33 -1.11 -1.73
H 0.0271 0.2536 1.5458 -0.59 0.17 -0.24
O -1.5176 -1.8627 -0.5817 2.33 -0.63 -0.12
N -0.3308 -1.7472 -0.6430 -1.48 0.05 0.08
C 1.1081 1.0427 -0.0487 1.79 2.67 2.91
C -0.0858 1.1021 0.8467 -1.02 1.64 -0.30
N -1.3475 1.1797 0.0382 -0.27 -3.07 -0.49
H 1.3859 -2.6125 -0.6429 -3.67 -1.28 0.11
```
Positions in Å, forces in eV/Å.

Atomic partial charges in e from the Löwdin method, atoms 1 to 4: number 1, H, carries 0.121; number 2, O, carries -0.030; number 3, H, carries 0.039; number 4, H, carries 0.057



# 2
# C5H9N

The molecule C5H9N at a distorted geometry (ωB97M-V/def2-TZVPD, the OMol25 dataset).

As for the net charge: 0. For the HOMO energy, the calculation gives -7.08 eV. The LUMO energy comes out at 0.769 eV. For the orbital gap, the calculation gives 7.8 eV. The energy above the lowest of the compared OMol25 structures with the same formula, charge and spin is 3.851 eV. As for the spin multiplicity: 1.

Structure (XYZ):
```
15
Properties=species:S:1:pos:R:3:forces:R:3
H -2.1242 1.5362 -0.3381 -0.59 -0.61 -0.87
H -1.8752 0.8908 -2.0434 0.23 -0.18 1.21
H -1.8381 -1.9794 0.1280 2.40 0.97 -0.98
C -2.0937 0.6122 -0.9713 3.60 1.27 0.74
C 2.4813 0.7255 0.9601 1.52 -0.58 -0.42
H 0.2761 1.4482 0.6686 -1.24 -0.27 -2.10
H 1.5572 -1.1348 0.2820 1.65 -0.16 -1.49
C -0.8721 -0.1567 -0.3213 -2.63 0.06 -0.37
H -2.9770 0.0796 -1.0419 -1.86 -1.13 0.54
C 0.1923 0.4545 0.1280 3.65 3.71 2.85
C 1.5750 -0.0520 0.3282 -1.91 -0.69 1.35
H 3.5792 0.8591 0.8864 -0.58 -1.58 0.01
N -0.9126 -1.5083 -0.1336 -4.13 -1.65 -1.01
H 2.1636 1.3518 1.7426 -1.10 1.92 0.03
H -0.0706 -1.9945 -0.0908 1.00 -1.07 0.51
```
Positions in Å, forces in eV/Å.

Atomic partial charges in e from the Löwdin method, atoms 1 to 4: number 1, H, carries 0.087; number 2, H, carries 0.092; number 3, H, carries 0.144; number 4, C, carries -0.016



# 3
# C3H9S2

A cluster of 2 separate species, C3H9S2 in total at a distorted geometry (ωB97M-V/def2-TZVPD, the OMol25 dataset).

As for the net charge: -1. For the HOMO energy, the calculation gives -2.78 eV. The LUMO energy comes out at 3.277 eV. For the orbital gap, the calculation gives 6.1 eV. The energy above the lowest of the compared OMol25 structures with the same formula, charge and spin is 0.431 eV. As for the spin multiplicity: 1.

Structure (XYZ):
```
14
Properties=species:S:1:pos:R:3:forces:R:3
C 0.9989 -0.2063 0.4214 0.79 0.46 -0.20
S 1.2345 -1.8517 -0.2876 0.01 -0.50 0.18
C 0.7188 0.7014 -0.7830 1.03 0.01 0.12
H -0.4156 2.1175 0.2568 -0.09 0.35 0.38
H 1.4183 -2.5893 0.8250 -0.07 0.20 -0.07
H 0.3926 2.8360 -1.1709 -0.03 -0.70 0.66
H 1.9302 0.0783 0.9844 -0.86 -0.03 -0.61
H 1.3705 2.5173 0.2723 -0.53 -0.38 -0.10
C 0.5063 2.1197 -0.3078 0.71 1.29 -0.93
H 0.1099 -0.0943 1.0243 -0.23 -0.54 0.49
H -3.1719 0.2691 1.4358 -0.11 -0.03 0.06
H 1.5587 0.6072 -1.4843 -0.08 0.17 -0.08
H -0.1847 0.3793 -1.2924 -0.11 -0.26 0.04
S -2.2565 0.4886 0.4855 -0.44 -0.05 0.06
```
Positions in Å, forces in eV/Å.

Atomic partial charges in e from the Löwdin method, atoms 1 to 4: number 1, C, carries -0.639; number 2, S, carries 0.646; number 3, C, carries -0.437; number 4, H, carries -0.042



# 4
# C4H7N2P

The molecule C4H7N2P at a distorted geometry (ωB97M-V/def2-TZVPD, the OMol25 dataset).

As for the net charge: 0. For the HOMO energy (spin up / spin down), the calculation gives -7.81 / -7.09 eV. The LUMO energy (spin up / spin down) comes out at -0.055 / 0.007 eV. For the orbital gap (spin up / spin down), the calculation gives 7.8 / 7.1 eV. The energy above the lowest of the compared OMol25 structures with the same formula, charge and spin is 5.201 eV. As for the spin multiplicity: 1.

Structure (XYZ):
```
14
Properties=species:S:1:pos:R:3:forces:R:3
H -1.4738 -0.0152 2.1170 -0.71 -0.14 1.00
H -0.8376 -0.6838 -2.2966 -0.40 0.07 0.52
C -1.4987 -0.7684 -1.4070 0.08 0.04 -0.55
C 0.8690 -0.2216 0.3451 -0.47 1.72 -0.56
H 2.0215 1.6304 -0.3252 1.04 -0.26 -0.21
P -0.8933 0.0528 -0.0857 0.54 0.24 0.60
H 2.4623 -1.1413 -0.3983 0.24 -0.69 0.57
N -1.8388 -0.2516 1.2292 0.92 0.55 -2.28
C 1.1323 1.0857 -0.1031 0.11 0.91 0.30
H 1.5433 -1.9935 0.9099 0.60 -0.22 -0.81
C -0.0854 1.6929 -0.2152 -2.54 0.06 -1.48
H -0.4623 2.5090 -0.8892 0.83 -0.56 1.13
H -2.6561 -0.6734 0.8417 -1.00 -0.43 1.21
N 1.7174 -1.2220 0.2775 0.75 -1.29 0.57
```
Positions in Å, forces in eV/Å.

Atomic partial charges in e from the Löwdin method, atoms 1 to 4: number 1, H, carries 0.045; number 2, H, carries -0.063; number 3, C, carries -0.226; number 4, C, carries -0.397



# 5
# C4H7N3

A cluster of 2 separate species, C4H7N3 in total at a distorted geometry (ωB97M-V/def2-TZVPD, the OMol25 dataset).

As for the net charge: 0. For the HOMO energy, the calculation gives -8.76 eV. The LUMO energy comes out at 0.838 eV. For the orbital gap, the calculation gives 9.6 eV. The energy above the lowest of the compared OMol25 structures with the same formula, charge and spin is 2.946 eV. As for the spin multiplicity: 1.

Structure (XYZ):
```
14
Properties=species:S:1:pos:R:3:forces:R:3
H -1.8556 -0.3550 2.0011 0.57 0.01 1.14
C -2.0510 -1.1025 0.1217 -0.66 -0.82 -0.05
N -1.8148 -1.8019 -0.8119 0.76 -2.23 -2.48
C 1.8801 2.0035 -0.6806 -1.63 -0.17 -3.03
C 1.5731 -0.3158 0.2461 -0.54 -1.49 0.41
N 1.5569 -1.3973 0.8268 -1.03 -2.81 -0.64
H 2.8836 1.9343 -1.0488 0.80 0.45 0.14
H -2.2204 -2.7203 -1.1300 0.26 1.65 1.07
H 1.2367 2.2250 -1.6401 1.07 -0.24 1.79
H -3.0292 0.4827 0.8419 -0.36 0.49 0.10
C -2.3174 -0.2779 1.0657 -0.51 0.90 0.23
N 1.4718 0.7657 -0.1768 -0.42 1.45 -0.13
H 1.6722 2.7759 0.0239 0.25 0.65 0.46
H 1.0141 -2.2163 0.3608 1.44 2.17 0.99
```
Positions in Å, forces in eV/Å.

Atomic partial charges in e from the Löwdin method, atoms 1 to 4: number 1, H, carries 0.039; number 2, C, carries -0.326; number 3, N, carries 0.140; number 4, C, carries -0.107



# 6
# C2H8N2OP

The ion C2H8N2OP with charge -1 at a distorted geometry (ωB97M-V/def2-TZVPD, the OMol25 dataset).

As for the net charge: -1. For the HOMO energy, the calculation gives -1.33 eV. The LUMO energy comes out at 3.886 eV. For the orbital gap, the calculation gives 5.2 eV. The energy above the lowest of the compared OMol25 structures with the same formula, charge and spin is 0.929 eV. As for the spin multiplicity: 1.

Structure (XYZ):
```
14
Properties=species:S:1:pos:R:3:forces:R:3
C 0.9496 -1.3283 0.5230 1.44 1.76 1.43
H 0.6492 1.0153 -1.4654 0.42 -0.32 -0.02
H 1.0319 1.4450 0.2432 0.57 0.88 0.57
H 1.7737 -0.9003 1.3500 -1.64 -0.75 -2.40
H 0.4141 -2.0346 1.1376 -0.04 -0.73 -0.14
H 1.4392 -1.8148 -0.3588 0.11 0.19 0.81
N -3.5896 1.0251 -0.0707 -0.60 2.10 -1.20
N -0.0410 -0.3308 0.1436 0.40 -0.81 0.12
P -1.5879 -1.1158 -0.2583 -0.87 2.19 1.01
H -1.3655 -0.8643 -1.6382 -0.49 0.25 -0.72
C 0.3382 0.9908 -0.4146 -2.28 -2.37 -0.17
H -0.6852 1.3541 -0.4006 0.25 1.60 0.02
H -4.5371 0.8093 0.3140 0.98 -0.67 -0.10
O -2.7704 -0.1090 0.2432 1.73 -3.33 0.79
```
Positions in Å, forces in eV/Å.

Atomic partial charges in e from the Löwdin method, atoms 1 to 4: number 1, C, carries -0.256; number 2, H, carries 0.057; number 3, H, carries 0.047; number 4, H, carries 0.108



> net charge of number 6 (C2H8N2OP)?

-1